No. 1
The following is a quantum chemistry calculation of C3H5ClN2O3 in the gas phase, from the Open Molecules 2025 dataset.

Output
* 2S+1: 1
* net charge: 0
* energy relative to the best compared isomer or geometry (same formula, charge and spin): 146.8 kJ/mol
* gap between HOMO and LUMO: 10.1 eV
* structure (SMILES): C[C@@](Cl)(C(N)=O)[N+](=O)[O-]

The geometry in XYZ format:
```
14
Properties=species:S:1:pos:R:3:forces:R:3:nbo_charge:R:1
C 0.00590 -0.94705 -1.47076 -0.57 -0.60 -1.30 -0.698
C -0.19446 0.24884 -0.51178 1.27 -1.39 -0.72 -0.047
Cl -1.08675 1.65242 -1.12677 0.58 -0.55 0.24 0.050
C -0.73722 -0.26238 0.80936 -0.65 -0.90 3.01 0.616
N -0.94451 0.62101 1.87447 -0.33 -1.90 -0.81 -0.809
O -0.93689 -1.45440 0.98683 -0.04 0.87 -0.54 -0.563
N 1.36916 0.69651 -0.13692 -1.68 -0.85 -0.83 0.546
O 1.44678 1.68364 0.51922 0.53 1.16 0.77 -0.358
O 2.25665 -0.01867 -0.51757 0.42 0.51 0.46 -0.338
H 1.13854 -0.99139 -1.64622 -2.08 0.03 -0.57 0.276
H -0.68540 -0.79828 -2.40289 1.70 -0.30 1.57 0.240
H -0.24637 -1.96770 -1.00433 0.13 1.95 -0.47 0.279
H -0.34731 1.39716 1.84160 0.63 1.48 0.23 0.397
H -1.03812 0.14028 2.78575 0.10 0.49 -1.04 0.409
```
Positions in Å, forces in eV/Å.

No. 2
The following is a quantum chemistry calculation of a molecular structure, C43H41CsN7OP2SSe2, from the Open Molecules 2025 dataset.

Output
* 2S+1: 1
* net charge: -1
* energy relative to the best compared isomer or geometry (same formula, charge and spin): 12.4 kJ/mol
* gap between HOMO and LUMO: 6.7 eV

The geometry in XYZ format:
```
98
Properties=species:S:1:pos:R:3:forces:R:3:lowdin_charge:R:1
Cs -2.34146 0.26752 1.26531 -0.01 -0.02 0.12 0.780
N -5.57003 -1.04989 4.92085 0.02 0.02 0.00 0.028
C -5.30650 -0.45870 3.70908 -0.01 -0.02 -0.02 -0.978
S -4.59139 1.09417 3.74405 -0.03 0.00 -0.02 0.355
N -5.67229 -1.23770 2.69535 -0.07 -0.04 0.01 -0.051
N -5.35057 -0.77922 1.46753 0.16 0.09 -0.03 -0.002
C -5.78407 -1.46989 0.47169 -0.06 -0.04 0.01 -0.225
C -6.64523 -2.68117 0.60281 0.00 -0.03 0.02 -0.194
C -7.86137 -2.64089 1.28166 0.02 0.01 -0.02 -0.037
C -8.65344 -3.77406 1.37564 -0.01 -0.01 0.01 -0.092
C -8.23710 -4.97060 0.80499 0.00 0.00 0.00 -0.108
C -7.02452 -5.02324 0.13362 0.00 0.00 0.00 -0.091
C -6.23899 -3.88341 0.02958 0.01 0.01 0.01 -0.043
C -5.40992 -1.04801 -0.90220 0.00 0.02 -0.02 -0.220
C -6.24435 -1.35611 -1.98197 0.00 -0.01 0.04 -0.019
C -5.88052 -0.96436 -3.25587 -0.02 -0.01 -0.02 -0.074
C -4.68849 -0.28155 -3.43635 0.01 0.01 -0.01 -0.070
C -3.92229 -0.01418 -2.31289 0.00 0.01 0.01 -0.151
N -4.26526 -0.37818 -1.08155 -0.02 -0.03 0.00 0.052
H -5.57615 -0.44001 5.71787 0.00 0.00 0.00 0.053
H -6.19780 -1.83735 4.90121 0.00 0.00 0.00 0.077
H -8.17121 -1.71387 1.74416 0.00 0.00 0.00 0.111
H -9.59812 -3.72668 1.90375 0.00 0.00 0.00 0.095
H -8.85465 -5.85667 0.88605 0.00 0.00 0.00 0.092
H -6.68743 -5.95222 -0.30971 0.00 0.00 0.00 0.096
H -5.29185 -3.92331 -0.49690 0.00 0.00 0.00 0.120
H -7.16723 -1.89246 -1.80992 0.00 0.00 0.00 0.113
H -6.52129 -1.19087 -4.09948 0.00 0.00 0.00 0.102
H -4.35450 0.03500 -4.41497 0.00 0.00 0.00 0.098
H -2.97546 0.50999 -2.40454 0.00 0.00 -0.01 0.048
Se 3.64199 -0.77995 -3.01598 0.00 0.00 -0.01 0.308
P 4.08583 -0.16446 -1.04525 -0.01 0.01 0.00 0.560
C 5.16297 -1.34896 -0.17042 0.00 0.00 0.01 -0.333
C 5.55153 -1.11283 1.14715 0.00 -0.01 0.00 -0.087
C 6.40807 -1.99025 1.78696 0.00 0.00 0.00 -0.082
C 6.88298 -3.11243 1.11758 0.00 0.00 0.00 -0.095
C 6.49554 -3.35184 -0.18994 0.00 0.00 0.00 -0.087
C 5.63587 -2.47022 -0.83463 0.00 0.00 0.01 -0.108
C 5.05712 1.37508 -0.94841 0.00 -0.01 0.00 -0.331
C 5.04850 2.14278 0.21391 0.02 0.01 0.00 -0.097
C 5.87891 3.24682 0.32820 -0.02 -0.01 0.00 -0.080
C 6.72615 3.58676 -0.71781 0.01 0.00 -0.01 -0.094
C 6.72966 2.82995 -1.88051 0.00 0.01 0.01 -0.088
C 5.89384 1.72902 -1.99946 0.00 -0.01 0.00 -0.098
C 2.69007 0.05790 0.05134 0.01 -0.01 -0.03 -0.447
C 1.59675 0.92838 0.11173 -0.04 0.00 0.02 -0.466
N 0.80367 0.47947 1.10823 0.10 0.11 -0.04 -0.097
N 1.37090 -0.59384 1.62812 -0.04 0.02 0.05 -0.070
N 2.50103 -0.87311 1.01059 0.00 -0.03 -0.01 -0.004
P 1.03284 2.45162 -0.63949 -0.02 -0.02 -0.03 0.564
Se -0.92594 2.38303 -1.44975 0.03 0.02 -0.02 0.275
C 2.21162 3.00547 -1.90243 0.02 -0.02 0.01 -0.342
C 3.09317 4.06057 -1.67399 0.01 0.01 0.00 -0.084
C 3.91010 4.51576 -2.69627 -0.01 0.00 0.00 -0.092
C 3.86225 3.91123 -3.94506 0.00 0.00 0.00 -0.088
C 2.99695 2.85198 -4.17116 0.01 0.00 0.00 -0.087
C 2.16387 2.40669 -3.15707 -0.02 0.01 0.00 -0.145
C 1.18198 3.68927 0.68448 -0.01 0.00 -0.01 -0.350
C 1.88927 3.43448 1.85380 0.00 0.01 0.00 -0.076
C 2.01639 4.42596 2.81825 0.01 0.00 0.01 -0.076
C 1.43968 5.67045 2.61754 -0.01 0.00 -0.01 -0.088
C 0.72323 5.92417 1.45423 0.01 0.00 0.01 -0.078
C 0.58983 4.93577 0.49334 0.00 0.00 0.01 -0.102
H 5.16719 -0.25575 1.68272 0.00 0.00 0.00 0.096
H 6.69756 -1.80632 2.81372 0.00 0.00 0.00 0.100
H 7.54995 -3.80083 1.62170 0.00 0.00 0.00 0.097
H 6.85712 -4.22779 -0.71357 0.00 0.00 0.00 0.099
H 5.32073 -2.64675 -1.85540 0.00 0.00 0.00 0.042
H 4.38062 1.88291 1.02576 0.00 0.01 0.00 0.090
H 5.85843 3.84429 1.23127 0.00 0.00 0.00 0.104
H 7.37583 4.44897 -0.62972 0.00 0.00 0.00 0.100
H 7.37774 3.10339 -2.70391 0.00 0.00 0.00 0.104
H 5.87276 1.14065 -2.90920 0.00 0.00 0.00 0.075
H 3.14026 4.53217 -0.70139 0.00 0.00 0.00 0.103
H 4.59075 5.33737 -2.51273 0.00 0.00 0.00 0.104
H 4.50593 4.26435 -4.74166 0.00 0.00 0.00 0.101
H 2.96870 2.36507 -5.13712 0.00 0.00 0.00 0.105
H 1.46839 1.59823 -3.33851 0.00 0.00 0.00 0.078
H 2.31386 2.45425 2.02538 0.00 0.00 0.00 0.094
H 2.55520 4.21681 3.73367 0.00 0.00 0.00 0.103
H 1.53339 6.43945 3.37405 0.00 0.00 0.00 0.099
H 0.25785 6.88959 1.30215 0.00 0.00 0.00 0.102
H 0.01227 5.11613 -0.40545 0.00 -0.01 0.00 0.089
C -0.43543 -1.84327 -1.54267 0.01 -0.02 -0.02 -0.064
C -0.34875 -2.75876 -0.34371 -0.01 0.01 0.03 -0.282
O -1.57804 -2.71133 0.37522 -0.01 0.03 0.01 -0.248
C -1.46150 -3.28913 1.66510 0.03 -0.01 0.01 -0.308
C -2.83984 -3.44331 2.26847 0.00 0.00 -0.01 -0.064
H 0.48603 -1.90667 -2.12542 0.00 0.01 0.00 0.060
H -0.55490 -0.80160 -1.23653 -0.01 -0.01 0.00 0.023
H -1.27846 -2.11559 -2.18108 0.00 0.00 0.01 0.077
H 0.47092 -2.45070 0.31038 0.01 -0.01 0.00 0.088
H -0.15761 -3.79680 -0.64965 -0.01 0.00 -0.03 0.120
H -0.81540 -2.65732 2.29094 0.00 0.00 -0.01 0.110
H -0.96468 -4.26629 1.58709 -0.03 -0.01 -0.02 0.118
H -3.36951 -2.49304 2.34619 0.01 -0.01 0.00 0.030
H -2.76496 -3.85935 3.27454 0.00 -0.01 0.00 0.081
H -3.45554 -4.10979 1.66268 0.00 0.00 -0.01 0.074
```
Positions in Å, forces in eV/Å.

No. 3
The following is a quantum chemistry calculation of C4H11NO in the gas phase, from the Open Molecules 2025 dataset.

Output
* 2S+1: 1
* net charge: 0
* energy relative to the best compared isomer or geometry (same formula, charge and spin): 165.5 kJ/mol
* gap between HOMO and LUMO: 10.2 eV
* structure (SMILES): C[C@H](N)CCO

The geometry in XYZ format:
```
17
Properties=species:S:1:pos:R:3:forces:R:3:nbo_charge:R:1
C 0.20195 0.46743 1.63443 -0.03 -0.88 0.29 -0.630
C 0.37062 -0.71392 0.64482 0.79 1.61 -0.12 -0.030
N 1.75285 -0.55542 0.11471 -1.95 -0.32 -0.76 -0.880
C -0.64967 -0.60719 -0.54467 0.70 0.94 1.92 -0.446
C -0.73457 0.90779 -0.93397 0.33 -2.71 -3.25 -0.099
O -1.18233 1.00336 -2.32001 0.01 0.17 -0.07 -0.739
H 0.41550 0.18391 2.68511 0.03 0.12 -0.62 0.212
H -0.83127 0.76037 1.57521 -0.38 0.50 0.37 0.207
H 0.85958 1.28413 1.32501 -0.28 0.00 0.13 0.219
H 0.18887 -1.62857 1.18046 0.11 -0.70 0.18 0.170
H 2.49280 -0.34335 0.75576 0.09 -0.44 0.15 0.378
H 1.90958 -1.22708 -0.61673 0.81 -0.14 0.19 0.366
H -0.36733 -1.37001 -1.26461 0.46 0.63 -0.90 0.209
H -1.60758 -0.97909 -0.23491 -0.72 -0.01 0.60 0.200
H -1.50663 1.46327 -0.42324 0.73 0.31 1.01 0.192
H 0.32585 1.16458 -1.04948 -0.50 1.06 1.05 0.216
H -1.63821 0.18978 -2.52787 -0.21 -0.13 -0.17 0.455
```
Positions in Å, forces in eV/Å.

No. 4
The following is a quantum chemistry calculation of 2 unconnected molecules or ions with the total composition C5H13N2O2P, from the Open Molecules 2025 dataset.

Output
* 2S+1: 1
* net charge: 0
* energy relative to the best compared isomer or geometry (same formula, charge and spin): 453.0 kJ/mol
* gap between HOMO and LUMO: 9.7 eV
* structure (SMILES): CCP(O)CC.NN=C=O

The geometry in XYZ format:
```
23
Properties=species:S:1:pos:R:3:forces:R:3:nbo_charge:R:1
C 2.69902 1.08008 0.70885 1.30 1.15 -2.57 -0.621
C 1.26933 1.43500 0.38504 -1.75 3.27 -1.69 -0.749
P -0.00214 0.12078 -0.00399 2.09 -0.08 -1.46 1.022
O 0.41644 -0.76414 1.30087 -0.23 -0.63 0.77 -0.992
C 0.92669 -1.05096 -1.30910 -4.46 1.11 1.12 -0.659
C -0.13355 -2.01466 -1.87738 1.47 -0.48 5.26 -0.599
H 2.64520 0.39581 1.51474 0.91 -0.41 1.07 0.226
H 3.22478 0.56121 -0.23406 -1.23 0.99 2.09 0.203
H 3.26072 2.10211 0.82824 -0.74 -2.25 0.43 0.220
H 1.36315 2.25273 -0.46993 -0.75 -1.78 1.19 0.223
H 0.67368 2.07577 1.16772 1.49 -1.24 -0.79 0.232
H 0.05310 -1.64244 1.14810 -0.14 -0.25 0.56 0.494
H 1.34185 -0.38710 -1.96617 1.01 1.51 -2.24 0.206
H 1.66565 -1.49341 -0.77551 2.28 -1.48 1.59 0.209
H 0.02456 -2.32841 -2.80173 1.07 -1.68 -4.04 0.207
H -0.28876 -2.88937 -1.15857 0.44 0.86 -1.08 0.196
H -1.04144 -1.55456 -1.86753 -2.72 1.47 -0.15 0.202
N -3.17029 1.73794 0.84115 -0.52 0.39 1.18 -0.634
N -3.49352 0.40861 1.09173 -0.17 0.94 -1.26 -0.376
C -2.85269 -0.60917 1.19183 -0.46 0.59 1.23 0.806
O -2.46029 -1.62763 1.61702 0.46 -0.65 -0.63 -0.539
H -3.79932 2.27347 0.28002 -1.41 -0.63 -0.08 0.363
H -2.32216 1.91831 0.38865 2.05 -0.72 -0.49 0.356
```
Positions in Å, forces in eV/Å.

No. 5
The following is a quantum chemistry calculation of C21H16N2O2 in the gas phase, from the Open Molecules 2025 dataset.

Output
* 2S+1: 1
* net charge: 0
* energy relative to the best compared isomer or geometry (same formula, charge and spin): 382.2 kJ/mol
* gap between HOMO and LUMO: 7.8 eV
* structure (SMILES): O=C(C1CC1)n1ccc2c3c(=O)cc(-c4ccccc4)[nH]c3ccc21

The geometry in XYZ format:
```
41
Properties=species:S:1:pos:R:3:forces:R:3:nbo_charge:R:1
O 0.19908 4.69347 -0.27230 -1.10 0.02 -2.30 -0.574
C -0.60729 4.37337 -1.17209 1.69 1.47 4.03 0.706
C -1.35748 5.48489 -1.94816 2.07 -1.82 -2.60 -0.334
C -2.61864 6.03759 -1.49713 -2.78 -0.24 2.30 -0.413
C -1.45222 6.93041 -1.50324 0.45 1.10 -1.27 -0.394
N -0.91990 3.01009 -1.17125 -1.12 -0.79 -1.88 -0.413
C -2.08885 2.49895 -1.74192 -1.63 -4.17 0.72 -0.032
C -2.21065 1.10932 -1.30310 -0.51 2.54 -0.98 -0.270
C -1.06785 0.77755 -0.51021 0.80 0.33 -0.18 0.023
C -0.51124 -0.39331 0.10672 -3.48 -0.79 -1.76 -0.158
C -1.30387 -1.64580 0.10934 -2.40 -0.03 -0.45 0.483
O -2.46874 -1.72661 -0.31537 0.38 1.04 -0.26 -0.616
C -0.78587 -2.84249 0.64991 3.93 -0.36 1.34 -0.336
C 0.54859 -2.86932 1.04264 -1.52 0.38 -0.51 0.243
C 1.30183 -4.11879 1.38209 1.12 -0.84 0.16 -0.081
C 2.64524 -4.07218 1.97855 -3.99 -4.16 -2.24 -0.189
C 3.29456 -5.30612 2.13935 -0.29 0.26 0.21 -0.210
C 2.68574 -6.53376 1.88892 -0.17 -0.64 -0.84 -0.199
C 1.42817 -6.59212 1.24495 0.10 0.37 1.23 -0.213
C 0.75262 -5.40670 1.01158 -0.25 1.10 -0.77 -0.177
N 1.25989 -1.67114 1.06745 0.58 -0.81 -0.45 -0.562
C 0.74597 -0.43069 0.57402 -1.33 -4.29 1.11 0.154
C 1.46936 0.65789 0.64851 3.60 4.90 -1.43 -0.236
C 1.07459 1.86514 0.01146 -3.06 -2.83 0.62 -0.141
C -0.26765 1.90610 -0.52574 2.57 1.51 1.15 0.118
H -1.22348 5.39278 -3.07859 -0.28 -0.14 1.64 0.238
H -3.34979 6.32233 -2.24796 -0.28 -0.58 0.32 0.222
H -3.01145 5.70054 -0.47029 0.50 0.49 -1.83 0.231
H -1.01997 7.29185 -0.57247 0.03 -0.20 -0.38 0.244
H -1.55735 7.64583 -2.39555 0.85 -0.91 1.71 0.217
H -2.86950 3.01298 -2.39737 1.69 -0.36 1.27 0.245
H -2.98245 0.36311 -1.47705 -0.02 0.63 -0.27 0.262
H -1.35439 -3.73919 0.70213 -0.58 -0.22 -0.12 0.229
H 3.05558 -3.18957 2.23772 1.43 2.73 0.89 0.205
H 4.31343 -5.34886 2.48896 0.12 0.23 0.27 0.215
H 3.26263 -7.45508 2.10279 -0.52 0.65 -0.18 0.220
H 0.83668 -7.49619 1.03233 0.95 0.18 0.05 0.225
H -0.19209 -5.55916 0.39851 1.14 0.89 1.09 0.227
H 2.22973 -1.88775 0.82912 -0.23 0.82 0.30 0.394
H 2.49223 0.48561 0.98451 -0.06 0.73 0.16 0.211
H 1.62480 2.72504 -0.03180 1.62 1.84 0.11 0.235
```
Positions in Å, forces in eV/Å.

No. 6
The following is a quantum chemistry calculation of a molecular structure, C11H5N2O5Sn, from the Open Molecules 2025 dataset.

Output
* 2S+1: 1
* net charge: +3
* gap between HOMO and LUMO (spin up / spin down): 5.1 / 5.1 eV

The geometry in XYZ format:
```
24
Properties=species:S:1:pos:R:3:forces:R:3:nbo_charge:R:1
O 3.77354 0.48475 -4.00448 -2.70 0.24 1.91 -0.287
C 2.85146 0.56948 -3.34265 2.33 -0.19 -1.66 0.488
Sn 0.58946 0.68568 -1.38938 -0.44 -1.14 2.22 1.262
O 2.26110 -1.88448 0.48899 -0.71 2.83 -3.28 -0.252
C 2.00932 -1.12297 -0.32975 0.55 -2.57 3.09 0.558
C -0.53510 2.32283 -2.55785 -2.44 3.48 -2.26 0.284
O -1.52143 2.92992 -2.28772 4.07 -3.00 -0.38 -0.193
C -0.55679 -1.03987 -2.79549 -2.39 -2.74 -2.78 0.498
O -1.19697 -1.65451 -3.51552 2.28 2.17 2.54 -0.230
C 1.92655 2.48556 -0.29879 1.58 3.80 2.29 0.501
O 2.24822 3.45663 0.21438 -1.08 -3.52 -1.93 -0.240
H 0.21908 2.32163 -3.45698 -1.63 0.65 0.91 0.279
N -2.58733 -3.97434 1.83040 1.36 2.79 -0.09 -0.072
C -2.08356 -2.91312 1.81582 -1.25 -2.20 0.02 0.163
C -1.45398 -1.60880 1.80529 -0.33 -0.51 -0.13 -0.106
C -1.04666 -0.99926 3.00230 -0.03 0.05 0.04 -0.021
C -0.40437 0.23484 2.94141 -0.12 0.33 -0.26 -0.186
C -0.18076 0.82044 1.69866 0.35 -0.02 0.44 0.046
N -0.53885 0.20066 0.55315 0.44 0.02 -0.96 -0.606
C -1.21213 -0.97501 0.59327 0.30 -0.10 0.05 0.057
H -1.25719 -1.49524 3.95490 0.17 0.18 -0.28 0.302
H -0.08218 0.75819 3.83958 -0.13 -0.11 -0.14 0.298
H 0.30372 1.79726 1.60308 -0.19 -0.39 0.20 0.227
H -1.52514 -1.40026 -0.36263 0.01 -0.06 0.45 0.232
```
Positions in Å, forces in eV/Å.

| no. | total energy (hartree) |
| --- | --- |
| 1 | -912.6333 |
| 2 | -8025.7807 |
| 3 | -288.9540 |
| 4 | -799.5540 |
| 5 | -1069.7420 |
| 6 | -1120.8251 |